The following is a DFT calculation (ωB97M-V with the def2-TZVPD basis set) of a structure of composition C35H31CaINO4S5.

2S+1 = 1
Kohn-Sham gap = 5.52 eV
Energy relative to the best compared isomer or geometry (same formula, charge and spin) = 0.0 kcal per mole
Max |F| = 0.19 eV/A
DFT total energy = -127197.869 eV
Charge = -1
E_LUMO = 1.912 eV

The geometry in XYZ format:
```
78
Properties=species:S:1:pos:R:3:mulliken_charge:R:1
C -1.020 3.938 -0.779 -0.4092
C 1.947 -2.115 -2.111 0.7624
H 1.125 5.571 -1.585 0.5044
H 3.596 -0.618 -4.312 0.3818
H -1.984 -3.013 0.424 0.3575
C -2.511 3.815 -2.554 -1.2085
C -0.062 -3.234 -2.728 -0.6615
Ca -0.035 0.003 0.742 0.8509
C -0.542 5.688 3.340 -0.7659
O 0.008 2.151 0.410 -0.3058
C -0.312 4.186 1.588 -0.8199
C 0.050 5.405 2.076 -0.0169
C 0.647 -4.426 -2.830 -0.4499
H 0.597 3.231 -3.488 0.3970
H 0.009 -1.142 -2.304 0.4448
C 1.808 2.195 -4.932 -0.7011
H -1.881 4.613 4.705 0.4491
H 2.986 -1.246 1.936 0.1930
H 2.551 -5.395 -2.623 0.3984
H -4.229 -0.677 -1.232 0.3046
S -1.365 3.368 2.665 -0.0883
C -0.129 -3.947 0.946 0.3508
C 2.008 -4.460 -2.567 -0.5680
H -3.742 -1.318 0.382 0.3021
H 0.128 -5.339 -3.088 0.3630
C -1.901 -5.021 -0.325 -0.5283
C 1.260 2.396 -3.676 -0.5791
H -1.551 -7.051 -0.955 0.4004
C -1.397 -3.920 0.349 -0.3655
C 0.109 -6.229 0.143 -0.5257
H 3.723 -3.307 -1.949 0.3870
C -1.155 -6.189 -0.432 -0.4999
C 2.947 0.233 -4.141 -0.6136
C -1.595 3.127 -1.708 -0.6959
S -1.626 5.549 -0.911 -0.0351
C 0.614 -5.128 0.817 -0.5196
H -1.129 -3.209 -2.906 0.4375
C -1.334 4.671 3.777 -0.5846
O -1.887 -0.280 -1.927 -0.7518
H -3.897 0.416 0.146 0.2830
S 0.483 -2.582 1.865 -0.4152
H 0.710 -7.129 0.067 0.3602
N 1.833 -0.775 4.652 -0.3930
C -2.115 -0.373 -0.710 0.9192
H -3.248 5.879 -2.710 0.4495
H 0.906 -0.866 5.036 0.2638
C 0.585 -2.062 -2.376 -0.4600
H 0.724 6.068 1.552 0.4902
C 2.667 -3.297 -2.192 -0.5406
C 1.407 3.967 -0.181 -0.3958
H 4.930 3.956 -0.268 0.4761
H 1.577 2.882 -5.737 0.4026
C 3.164 -0.404 2.604 0.1665
H -3.072 3.334 -3.343 0.4532
H 2.544 -1.417 4.958 0.1054
H -0.371 6.597 3.900 0.3842
H -1.391 2.068 -1.767 0.6532
C 2.384 0.447 -2.889 -0.0069
C 0.018 3.500 0.262 2.2607
C 3.233 5.031 -1.150 -0.8271
C 2.651 1.113 -5.167 -0.6009
H 3.748 5.731 -1.792 0.3853
C 1.549 1.519 -2.636 0.9455
C 3.868 4.119 -0.365 -0.5645
H -2.887 -4.963 -0.771 0.3776
H 1.125 1.665 -1.648 0.2724
H 1.600 -5.167 1.266 0.3595
C 1.814 4.943 -1.040 -0.1484
C -3.599 -0.516 -0.349 -1.6436
C 1.910 -0.232 3.429 0.4037
S 2.755 3.136 0.489 -0.1108
H 3.075 0.955 -6.151 0.3649
O 0.975 0.382 2.927 -0.6206
I 4.971 -0.824 3.657 0.0008
O 2.059 -0.139 -0.354 0.2791
S 2.802 -0.662 -1.548 -0.2630
H 3.323 0.496 2.020 -0.2406
C -2.620 5.136 -2.247 -0.4167
```